Formula: C27H34N4O4
Source: OMol25
Level of theory: ωB97M-V/def2-TZVPD

Geometry as XYZ:
```
69
Properties=species:S:1:pos:R:3:mulliken_charge:R:1
C -5.121 1.863 2.668 -0.9582
C -4.210 0.669 2.758 -0.3066
O -2.959 1.028 2.079 -0.2161
C -1.968 0.223 2.480 0.1738
N -0.816 0.457 1.606 0.5174
N 0.267 0.338 2.261 -0.3720
C 0.796 1.623 2.708 0.5799
O 0.608 2.716 2.177 -0.5967
O 1.561 1.406 3.791 -0.3598
C 2.358 2.588 4.149 -0.1387
C 2.585 2.670 5.640 -1.1690
O -2.037 -0.574 3.391 -0.6055
H -6.135 1.593 2.976 0.4006
H -4.767 2.658 3.339 0.2915
H -5.167 2.248 1.644 0.1000
H -4.016 0.392 3.805 0.3568
H -4.614 -0.210 2.227 0.2680
H 3.302 2.520 3.581 0.2747
H 1.805 3.485 3.837 0.2703
H 3.443 3.331 5.783 0.3617
H 1.716 3.155 6.105 0.2816
H 2.793 1.726 6.157 0.3036
C 4.793 -5.210 0.724 -1.4899
C 3.936 -4.127 0.133 0.5400
C 2.626 -3.936 0.568 -0.8021
C 1.748 -3.078 -0.104 1.4870
C 0.308 -3.158 0.279 -1.7322
C 2.229 -2.301 -1.174 0.3068
N 1.322 -1.491 -1.922 0.2788
C 0.390 -0.631 -1.436 -1.2723
N -0.233 -0.040 -2.487 0.1590
C -1.239 0.937 -2.393 0.0561
C -1.110 1.945 -1.363 1.6206
C 0.043 2.200 -0.641 -1.9411
C -2.263 2.764 -1.125 -0.9779
C -3.356 2.733 -1.972 0.5294
C -4.491 3.695 -1.779 -1.4473
C -3.368 1.842 -3.052 -0.9944
C -2.352 0.898 -3.238 1.4461
C -2.537 -0.075 -4.364 -1.9765
C 0.335 -0.550 -3.678 -0.7935
C 1.256 -1.454 -3.330 -0.6990
C 3.583 -2.395 -1.560 0.7082
C 4.196 -1.555 -2.632 -1.7005
C 4.407 -3.309 -0.896 -0.8970
H 5.830 -5.103 0.390 0.3578
H 4.773 -5.199 1.821 0.3621
H 4.444 -6.204 0.409 0.2975
H 2.249 -4.503 1.419 0.4355
H -0.304 -2.354 -0.135 0.2885
H -0.117 -4.111 -0.074 0.3436
H 0.224 -3.133 1.375 0.4559
H 0.002 3.059 0.026 0.4223
H 0.300 -0.311 -0.400 1.3499
H 0.969 1.646 -0.769 0.5695
H -2.255 3.451 -0.276 0.3810
H -5.329 3.456 -2.440 0.3379
H -4.847 3.669 -0.741 0.2484
H -4.172 4.725 -1.988 0.3203
H -4.197 1.863 -3.756 0.2885
H -3.600 -0.094 -4.637 0.3971
H -1.998 0.240 -5.267 0.3709
H -2.234 -1.099 -4.128 0.4178
H 0.068 -0.157 -4.648 0.5751
H 1.961 -2.001 -3.936 0.5535
H 5.287 -1.653 -2.571 0.4055
H 3.915 -1.882 -3.637 0.3379
H 3.942 -0.493 -2.545 0.3374
H 5.444 -3.417 -1.210 0.2804
```

As for the total energy: -42695.3620 eV. Its LUMO energy is -1.150 eV.